{
  "formula": "C7H3N",
  "method": "ωB97M-V/def2-TZVPD",
  "symbols": ["C", "C", "C", "C", "C", "C", "C", "N", "H", "H", "H"],
  "coordinates": [[0.8159, 0.1444, -1.7249], [-0.3069, -0.7176, -1.9181], [-0.2253, -1.9789, -1.1524], [-1.2777, -1.0625, -0.8670], [1.5679, -0.5522, -0.7716], [1.0251, -1.9119, -0.4281], [-0.2600, -0.4624, 0.8957], [0.9601, -0.9272, 0.5072], [1.1915, 0.9295, -2.2701], [-0.4701, 0.5110, 1.1143], [-0.9932, -1.0874, 1.4838]],
  "mulliken_charge": [-0.6346, 0.1691, 0.1411, -0.4338, 0.1638, 0.0356, -0.5130, -0.0304, 0.4781, 0.3481, 0.2760],
  "homo_lumo_gap_ev": 7.6,
  "lumo_ev": -1.4,
  "homo_energy_ev": -8.99,
  "e_above_lowest_kj_mol": 748.00,
  "energy_ev": -8784.698
}